DFT (wB97M-V/def2-TZVPD) results for a cluster of 2 separate species, C2H3BrN4 in total.

Geometry as ORCA input:
```
! RIJCOSX wB97M-V def2-TZVPD def2/J DEFGRID3
* xyz 0 1
C 1.61169 -1.60301 -0.30467
C -0.18195 1.30381 -0.18903
N 0.90571 -2.47089 -0.76424
N -0.13674 1.49202 -1.40532
N -0.05665 0.61625 0.80643
N 2.38044 -0.89616 0.29654
Br 2.84967 0.85888 0.21546
H -0.14978 2.33578 -2.05706
H -0.16211 0.87086 1.80276
H 0.11391 -2.68285 -0.23154
*
```

The calculation puts the LUMO energy at 0.093 eV. The HOMO-LUMO gap is 9.6 eV. For the total energy, the calculation gives -2870.9383 Eh. The calculation puts the energy above the lowest of the compared OMol25 structures with the same formula, charge and spin at 39.3 kcal per mole.

Results of the natural (NBO) charge analysis, in e, for atoms 1 through 4: C 0.653; C 0.671; N -0.698; N -0.761